1.
DFT (ωB97M-V/def2-TZVPD) results for a molecular structure, C26H32NO4PrS2.

Last column: natural (NBO) charge in e.
Atoms and positions in Å:
Pr1 0.180 0.269 0.076  0.99
S1 1.041 2.132 2.027  -0.13
S2 3.379 1.234 5.296  2.28
O1 0.486 0.325 -7.837  -0.56
O2 0.337 0.635 -2.306  -0.58
O3 3.593 2.373 6.156  -0.91
O4 4.375 0.188 5.258  -0.92
N1 2.924 1.678 3.772  -0.74
C1 1.020 -2.212 -0.621  -0.34
C2 0.466 -2.361 0.688  -0.30
C3 2.406 -1.120 0.872  -0.30
C4 1.658 1.444 3.464  0.15
C5 0.947 0.676 4.513  -0.05
C6 -2.094 1.005 1.468  -0.29
C7 0.327 -0.319 -9.147  0.27
C8 -2.433 0.616 -0.781  -0.32
C9 1.323 -1.687 1.610  -0.32
C10 0.552 1.874 -4.316  -0.43
C11 1.561 -1.046 -9.645  -0.63
C12 -2.245 1.637 0.201  -0.33
C13 2.222 -1.445 -0.507  -0.32
C14 -0.038 -0.285 -3.401  -0.04
C15 -0.886 -1.217 -9.204  -0.63
C16 0.100 -0.663 6.835  -0.19
C17 0.538 2.015 -2.803  -0.05
C18 -2.178 -0.408 1.275  -0.33
C19 1.782 0.529 5.623  -0.31
C20 -2.391 -0.649 -0.117  -0.32
C21 -0.321 0.087 4.556  -0.19
C22 -0.741 -0.581 5.712  -0.21
C23 1.389 -0.114 6.788  -0.18
C24 0.122 1.019 -9.913  -0.46
C25 -0.305 0.624 -4.587  -0.43
C26 0.353 1.612 -8.522  -0.06
H1 -2.275 2.713 0.027  0.24
H2 -0.073 0.153 -5.542  0.27
H3 2.906 -1.213 -1.324  0.24
H4 -1.368 0.902 -4.570  0.21
H5 -0.425 -2.934 0.944  0.24
H6 -0.962 0.166 3.675  0.23
H7 1.216 -1.676 2.694  0.26
H8 -0.730 -2.076 -8.544  0.21
H9 0.634 -2.662 -1.535  0.24
H10 -0.883 1.167 -10.315  0.21
H11 0.813 -0.961 -3.544  0.20
H12 -1.732 -1.036 5.745  0.22
H13 1.269 2.213 -8.479  0.18
H14 -1.984 1.519 2.421  0.25
H15 -2.571 -1.620 -0.578  0.24
H16 -2.148 -1.165 2.059  0.25
H17 -0.510 2.177 -8.158  0.18
H18 1.389 -1.438 -10.661  0.22
H19 1.778 -1.903 -9.001  0.21
H20 -0.247 -1.161 7.741  0.22
H21 1.472 2.384 -2.361  0.21
H22 0.889 1.256 -10.656  0.21
H23 0.181 2.770 -4.816  0.23
H24 -1.039 -1.600 -10.223  0.22
H25 -0.905 -0.865 -3.059  0.21
H26 -0.301 2.626 -2.439  0.20
H27 -2.673 0.778 -1.831  0.23
H28 2.438 -0.392 -9.693  0.21
H29 1.581 1.679 -4.639  0.22
H30 2.082 -0.169 7.624  0.23
H31 -1.792 -0.682 -8.903  0.21
H32 3.247 -0.574 1.304  0.27

Its spin multiplicity is 3. The relative energy (zero: lowest compared OMol25 entry of this formula, charge and spin) is 0.000 eV. As for the strongest force on any atom: 0.053 hartree/bohr. The value obtained for the gap between HOMO and LUMO (spin up / spin down) is 8.112 / 8.157 eV.



2.
DFT (ωB97M-V/def2-TZVPD) results for 2 unconnected molecules or ions with the total composition C9H7N4S.

Last column: natural (NBO) charge in e.
Atoms and positions in Å:
S1 -0.877 -1.607 3.525  0.28
N1 1.051 -2.650 -1.763  -0.36
N2 -0.590 -1.460 0.669  -0.38
N3 -1.141 -3.566 0.284  -0.24
N4 -1.293 -3.361 1.541  -0.26
C1 -0.522 0.514 -0.762  -0.18
C2 -1.068 -2.104 1.930  0.10
C3 -0.194 -0.173 0.442  0.08
C4 -0.295 1.867 -0.945  -0.20
C5 0.312 0.641 1.489  -0.17
C6 0.419 2.577 0.043  -0.14
C7 0.623 1.933 1.268  -0.19
C8 1.210 -2.482 -2.865  0.17
C9 -0.737 -2.446 -0.229  0.60
H1 0.502 3.607 0.120  0.23
H2 -0.420 2.177 -1.952  0.24
H3 -1.472 -4.092 2.186  0.45
H4 -1.086 0.016 -1.516  0.22
H5 1.653 -2.425 -3.923  0.28
H6 0.390 0.258 2.433  0.22
H7 1.011 2.446 2.075  0.22

Its spin multiplicity is 3. As for the strongest force on any atom: 0.100 hartree/bohr. As for the total charge: +1. The value obtained for the gap between HOMO and LUMO (spin up / spin down) is 8.793 / 5.619 eV.



3.
DFT (ωB97M-V/def2-TZVPD) results for a molecular structure, C66H53AsFeN7OS3.

Last column: Löwdin charge in e.
Atoms and positions in Å:
As1 0.138 -0.269 -3.163  1.41
Fe1 -0.552 0.178 -0.069  0.74
S1 -1.079 2.840 2.131  0.79
S2 -0.712 4.639 0.073  0.92
S3 -2.251 2.722 -1.473  0.80
O1 2.663 -1.314 2.122  0.09
N1 -0.506 4.254 1.556  -0.36
N2 -1.021 1.665 1.262  -0.29
N3 -1.981 4.116 -0.644  -0.36
N4 1.322 -0.501 0.446  -0.01
N5 -0.755 -0.842 2.098  0.08
N6 -0.254 -2.047 -0.972  0.02
N7 -1.205 1.694 -1.570  -0.35
C1 1.614 -0.832 1.722  -0.47
C2 0.860 1.090 -4.391  -0.32
C3 1.469 -3.643 -1.352  0.00
C4 1.998 -1.288 -0.547  -0.18
C5 -3.793 -2.317 -4.767  -0.05
C6 0.493 2.429 -4.292  -0.15
C7 -0.644 2.684 4.862  -0.06
C8 0.936 -1.851 -3.977  -0.33
C9 -1.725 -0.932 4.276  -0.03
C10 -0.818 -4.234 -1.730  -0.03
C11 2.116 2.478 4.514  -0.05
C12 -2.850 -0.527 -3.477  -0.12
C13 1.295 2.637 3.411  -0.07
C14 -3.105 4.573 2.863  -0.05
C15 -1.162 -2.953 -1.346  -0.12
C16 -1.765 7.018 -0.804  -0.05
C17 1.471 5.329 -1.461  -0.05
C18 0.870 4.334 -0.706  -0.29
C19 -5.314 3.823 3.439  -0.05
C20 0.632 -0.662 4.033  0.02
C21 2.266 -2.241 -3.946  -0.13
C22 -0.897 6.405 0.085  -0.32
C23 1.816 0.714 -5.336  -0.09
C24 -1.402 -2.148 -4.525  -0.20
C25 -2.813 3.430 -5.437  -0.03
C26 0.526 -4.581 -1.739  -0.02
C27 -0.475 -0.767 4.856  -0.03
C28 2.349 1.658 -6.198  -0.06
C29 1.719 -4.171 -5.268  -0.05
C30 -0.016 -2.634 -4.632  -0.20
C31 1.930 2.979 -6.138  -0.07
C32 1.518 3.142 -0.415  -0.09
C33 -3.466 4.656 -3.035  -0.10
C34 2.757 5.120 -1.937  -0.04
C35 -2.425 2.845 -4.241  -0.08
C36 1.561 2.417 5.788  -0.05
C37 -6.153 2.404 -0.291  -0.05
C38 -6.234 1.058 0.037  -0.05
C39 2.659 -3.401 -4.596  -0.06
C40 -1.814 -0.951 2.896  -0.13
C41 -2.519 -2.797 -5.034  -0.01
C42 0.188 2.518 5.961  -0.06
C43 -1.893 8.397 -0.767  -0.04
C44 -3.526 4.619 -5.435  -0.04
C45 -5.099 0.261 -0.019  -0.06
C46 -1.151 9.140 0.142  -0.04
C47 0.994 3.359 -5.187  -0.07
C48 -3.893 0.807 -0.427  -0.11
C49 -3.962 -1.197 -3.967  -0.06
C50 1.042 -2.379 -0.975  -0.30
C51 2.793 2.939 -0.915  -0.04
C52 -4.411 4.857 3.235  -0.05
C53 -1.574 -0.962 -3.794  -0.29
C54 -4.946 2.954 -0.697  -0.05
C55 -3.821 2.147 -0.773  -0.29
C56 -3.625 2.207 2.884  -0.07
C57 -0.279 8.509 1.021  -0.04
C58 -0.074 2.743 3.602  -0.30
C59 -4.922 2.501 3.270  -0.05
C60 0.384 -3.794 -5.284  -0.01
C61 -0.147 7.132 0.999  -0.06
C62 3.413 3.927 -1.669  -0.04
C63 -2.756 3.459 -3.046  -0.27
C64 0.447 -0.710 2.660  -0.19
C65 -2.732 3.248 2.689  -0.32
C66 -3.851 5.233 -4.233  -0.05
H1 -4.406 6.162 -4.228  0.12
H2 1.704 2.680 2.408  0.11
H3 -3.831 5.070 -6.370  0.12
H4 3.086 1.358 -6.931  0.11
H5 0.957 6.262 -1.657  0.12
H6 -7.035 3.028 -0.246  0.12
H7 -2.772 -1.092 2.405  0.11
H8 -2.197 -2.629 -1.331  0.12
H9 2.916 -1.722 -0.150  0.13
H10 -4.954 -0.844 -3.717  0.11
H11 1.041 2.394 0.204  0.05
H12 3.311 2.016 -0.685  0.11
H13 -1.716 2.770 4.989  0.11
H14 3.001 -1.643 -3.419  0.11
H15 1.634 -0.565 4.428  0.13
H16 -6.330 4.049 3.739  0.12
H17 0.662 4.386 -5.132  0.11
H18 3.698 -3.705 -4.581  0.11
H19 -2.324 6.421 -1.509  0.08
H20 -3.699 5.133 -2.095  0.08
H21 -0.239 2.474 6.954  0.12
H22 -2.610 -1.071 4.883  0.12
H23 -1.863 1.926 -4.250  0.08
H24 -2.553 2.948 -6.370  0.12
H25 -1.583 -4.943 -2.011  0.12
H26 -0.366 -0.753 5.933  0.12
H27 2.241 -0.668 -1.425  0.08
H28 0.517 6.616 1.682  0.12
H29 -5.626 1.698 3.442  0.12
H30 2.524 -3.880 -1.348  0.13
H31 2.127 -0.317 -5.424  0.09
H32 -4.719 5.884 3.379  0.12
H33 3.249 5.895 -2.509  0.12
H34 -2.405 -3.691 -5.633  0.11
H35 -4.899 4.002 -0.948  0.10
H36 3.186 2.401 4.378  0.12
H37 2.337 3.710 -6.825  0.11
H38 -3.292 1.189 2.733  0.08
H39 2.203 2.290 6.649  0.12
H40 0.299 9.094 1.723  0.12
H41 -0.339 -4.402 -5.811  0.11
H42 -5.157 -0.790 0.235  0.12
H43 4.416 3.769 -2.045  0.12
H44 -7.180 0.630 0.339  0.12
H45 -3.011 0.186 -0.500  0.07
H46 -0.188 2.735 -3.518  0.04
H47 -4.659 -2.832 -5.162  0.11
H48 -1.256 10.216 0.167  0.12
H49 -2.976 0.327 -2.839  0.05
H50 -2.570 8.889 -1.452  0.12
H51 -2.379 5.360 2.711  0.11
H52 0.834 -5.574 -2.039  0.12
H53 2.028 -5.073 -5.780  0.11

Its spin multiplicity is 2. The relative energy (zero: lowest compared OMol25 entry of this formula, charge and spin) is 5.221 eV. As for the strongest force on any atom: 0.041 hartree/bohr. As for the total charge: +2. The value obtained for the gap between HOMO and LUMO (spin up / spin down) is 5.902 / 5.404 eV.